No. 1
C44H56GeN8O4S2Zr | ωB97M-V/def2-TZVPD

Calculated values
Lowest unoccupied orbital energy (eV): -5.49
Total energy (Ha): -5369.29626
Total charge: +2

Geometry (Å):
1 Zr 0.67 1.11 -0.73
2 C -1.98 3.94 3.09
3 C -2.20 4.78 2.01
4 C -1.83 4.40 0.72
5 C -1.25 3.15 0.50
6 C -1.01 2.35 1.61
7 C -1.37 2.70 2.89
8 N -0.83 2.64 -0.73
9 C -1.77 2.42 -1.72
10 C -3.10 2.70 -1.76
11 C -3.94 2.09 -2.78
12 C -3.54 1.02 -3.47
13 C -2.15 0.49 -3.22
14 C -1.23 1.55 -2.76
15 N 0.06 1.42 -2.75
16 N 0.72 0.49 -3.48
17 C 2.06 0.66 -3.27
18 C 2.99 0.21 -4.22
19 C 4.32 0.41 -3.99
20 C 4.74 1.03 -2.79
21 C 3.79 1.41 -1.89
22 N 2.47 1.22 -2.10
23 H -2.28 4.24 4.08
24 H -2.65 5.75 2.16
25 H -1.99 5.06 -0.12
26 H -1.01 0.37 1.59
27 H -1.20 2.02 3.72
28 H -3.56 3.32 -1.00
29 H -4.94 2.49 -2.93
30 H -4.17 0.53 -4.20
31 H -1.74 -0.08 -4.06
32 H 2.62 -0.24 -5.13
33 H 5.06 0.10 -4.72
34 H 5.79 1.21 -2.59
35 H 4.05 1.90 -0.97
36 N 2.54 0.24 1.02
37 N 1.85 -0.87 1.58
38 C 1.16 -1.65 0.68
39 O 0.55 -2.64 0.96
40 O 1.29 -1.14 -0.57
41 H 3.44 -0.05 0.64
42 H 2.69 0.92 1.76
43 H 2.19 -1.29 2.43
44 S 1.99 3.32 0.23
45 C 2.34 3.49 1.90
46 N 1.86 2.65 2.84
47 C 1.95 2.97 4.27
48 C 3.28 3.64 4.54
49 C 3.43 4.86 3.65
50 N 3.13 4.49 2.26
51 H 1.06 2.10 2.55
52 H 1.86 2.04 4.82
53 H 1.12 3.62 4.56
54 H 4.10 2.94 4.35
55 H 3.34 3.94 5.59
56 H 4.44 5.25 3.68
57 H 2.75 5.65 3.96
58 H 3.47 5.07 1.52
59 C 5.02 -2.61 -1.94
60 C 4.91 -4.06 -1.50
61 C 3.53 -4.69 -1.68
62 C 2.43 -3.98 -0.88
63 Ge 1.44 -2.63 -1.88
64 C -0.35 -3.15 -2.40
65 C -0.38 -4.51 -3.13
66 C -0.17 -4.41 -4.64
67 C 1.12 -3.71 -5.04
68 H 6.04 -2.24 -1.84
69 H 4.37 -1.95 -1.35
70 H 4.72 -2.50 -2.99
71 H 5.19 -4.14 -0.44
72 H 5.64 -4.66 -2.05
73 H 3.58 -5.73 -1.35
74 H 3.29 -4.73 -2.75
75 H 2.86 -3.52 0.01
76 H 1.68 -4.69 -0.52
77 H 2.28 -1.87 -2.89
78 H -0.79 -2.38 -3.03
79 H -0.91 -3.20 -1.46
80 H -1.35 -4.98 -2.94
81 H 0.36 -5.20 -2.70
82 H -1.02 -3.87 -5.07
83 H -0.20 -5.41 -5.06
84 H 1.09 -2.64 -4.82
85 H 1.29 -3.81 -6.11
86 H 1.98 -4.14 -4.53
87 C -3.20 -1.45 -1.83
88 C -2.11 -0.44 -1.96
89 O -1.24 -0.33 -1.11
90 H -3.37 -1.95 -2.79
91 H -4.12 -0.91 -1.58
92 H -2.97 -2.17 -1.05
93 O -0.36 1.11 1.35
94 S -2.23 -1.12 2.13
95 C -3.81 -0.67 1.44
96 C -4.07 0.63 1.01
97 C -5.29 0.91 0.41
98 C -6.24 -0.08 0.25
99 C -5.98 -1.37 0.69
100 C -4.76 -1.67 1.28
101 C -2.36 -0.61 3.84
102 C -3.57 -0.38 4.48
103 C -3.57 -0.01 5.81
104 C -2.38 0.12 6.51
105 C -1.17 -0.12 5.87
106 C -1.16 -0.48 4.53
107 H -3.33 1.40 1.14
108 H -5.50 1.92 0.08
109 H -7.19 0.15 -0.21
110 H -6.73 -2.15 0.58
111 H -4.55 -2.67 1.63
112 H -4.50 -0.49 3.94
113 H -4.51 0.17 6.31
114 H -2.39 0.40 7.56
115 H -0.24 -0.04 6.41
116 H -0.22 -0.68 4.02

No. 2
C44H57N7ORe | ωB97M-V/def2-TZVPD

Calculated values
Lowest unoccupied orbital energy (spin up / spin down) (eV): -6.16 / -6.72
Total energy (Ha): -2247.30543
Total charge: +2
2S+1: 4

Geometry (Å):
1 Re -0.08 0.03 -0.06
2 C -2.61 6.06 1.68
3 C -2.95 4.57 1.81
4 C -2.21 3.68 0.85
5 C -2.21 3.73 -0.52
6 C -2.96 4.66 -1.42
7 C -4.45 4.33 -1.47
8 C -1.37 2.65 -0.98
9 C -1.19 2.34 -2.32
10 C -0.31 1.41 -2.81
11 C 0.19 1.36 -4.16
12 C -0.39 2.11 -5.31
13 C -1.59 1.38 -5.91
14 C 1.28 0.53 -4.14
15 C 1.43 0.08 -2.78
16 C 2.53 -0.58 -2.27
17 C 2.77 -0.82 -0.94
18 N 1.95 -0.49 0.14
19 C 2.43 -1.23 1.19
20 C 1.83 -1.41 2.42
21 C 0.70 -0.75 2.85
22 N -0.09 0.03 2.03
23 C -0.76 0.87 2.89
24 C -1.36 2.05 2.51
25 C -1.40 2.55 1.22
26 N -0.83 1.97 0.10
27 C -0.57 0.45 4.27
28 C 0.33 -0.58 4.24
29 C 0.92 -1.43 5.32
30 C 0.26 -2.80 5.38
31 C -1.29 1.16 5.38
32 C -1.09 0.63 6.79
33 C 3.66 -1.91 0.82
34 C 3.87 -1.64 -0.49
35 C 5.00 -2.09 -1.36
36 C 5.99 -0.97 -1.67
37 C 4.44 -2.79 1.74
38 C 3.92 -4.23 1.72
39 N 0.40 0.53 -2.01
40 C 2.25 0.23 -5.23
41 C 3.43 1.20 -5.26
42 H -2.97 6.60 2.56
43 H -3.09 6.51 0.81
44 H -1.54 6.22 1.60
45 H -4.02 4.42 1.67
46 H -2.74 4.26 2.83
47 H -2.55 4.63 -2.43
48 H -2.81 5.68 -1.08
49 H -4.62 3.31 -1.82
50 H -4.98 5.01 -2.14
51 H -4.91 4.42 -0.48
52 H -1.68 2.98 -3.04
53 H 0.38 2.27 -6.06
54 H -0.70 3.10 -4.98
55 H -1.31 0.38 -6.26
56 H -2.00 1.93 -6.76
57 H -2.39 1.26 -5.18
58 H 3.28 -0.91 -2.97
59 H 2.36 -2.00 3.14
60 H -1.85 2.62 3.28
61 H 0.83 -0.92 6.28
62 H 1.99 -1.54 5.15
63 H -0.81 -2.72 5.60
64 H 0.71 -3.43 6.15
65 H 0.36 -3.32 4.42
66 H -2.35 1.15 5.13
67 H -0.99 2.22 5.35
68 H -1.34 -0.42 6.87
69 H -1.74 1.17 7.47
70 H -0.07 0.77 7.14
71 H 4.61 -2.51 -2.28
72 H 5.52 -2.91 -0.86
73 H 5.50 -0.12 -2.14
74 H 6.78 -1.32 -2.33
75 H 6.46 -0.60 -0.75
76 H 4.41 -2.40 2.76
77 H 5.49 -2.77 1.45
78 H 2.89 -4.27 2.09
79 H 4.52 -4.88 2.35
80 H 3.92 -4.63 0.71
81 H 1.72 0.26 -6.19
82 H 2.61 -0.80 -5.14
83 H 3.09 2.22 -5.43
84 H 4.13 0.95 -6.05
85 H 3.97 1.20 -4.31
86 N -1.82 -1.29 -2.65
87 C -2.66 -0.86 -1.68
88 C -4.05 -0.92 -1.93
89 C -4.93 -0.50 -0.98
90 C -4.44 -0.01 0.24
91 C -3.10 0.04 0.41
92 N -2.18 -0.34 -0.53
93 H -2.22 -1.75 -3.45
94 H -0.86 -1.49 -2.44
95 H -4.40 -1.32 -2.87
96 H -6.00 -0.55 -1.17
97 H -5.10 0.32 1.03
98 H -2.67 0.40 1.34
99 C 0.76 -4.67 -0.77
100 N -0.01 -4.14 0.36
101 C -0.42 -5.07 1.42
102 C -0.30 -2.87 0.46
103 O 0.00 -2.01 -0.42
104 H 1.67 -5.14 -0.39
105 H 1.02 -3.85 -1.44
106 H 0.17 -5.41 -1.30
107 H -0.07 -6.06 1.16
108 H -1.51 -5.09 1.50
109 H 0.02 -4.78 2.37
110 H -0.83 -2.58 1.37

No. 3
C44H58N6P2PtSSe | ωB97M-V/def2-TZVPD

Calculated values
Lowest unoccupied orbital energy (eV): -4.99
Total energy (Ha): -5641.34659
Total charge: +2

Geometry (Å):
1 Pt 0.57 1.05 1.71
2 N -0.35 3.35 0.23
3 P 1.16 2.56 0.18
4 C 2.47 3.73 0.52
5 C 3.06 4.48 -0.49
6 C 4.00 5.45 -0.16
7 C 4.35 5.66 1.16
8 C 3.75 4.92 2.17
9 C 2.81 3.95 1.85
10 C 1.41 1.88 -1.46
11 C 0.32 1.55 -2.26
12 C 0.52 0.99 -3.50
13 C 1.81 0.72 -3.94
14 C 2.90 1.01 -3.14
15 C 2.70 1.59 -1.89
16 P -1.15 2.50 1.45
17 C -1.49 3.59 2.84
18 C -2.30 4.71 2.67
19 C -2.56 5.54 3.75
20 C -2.03 5.24 5.00
21 C -1.24 4.12 5.18
22 C -0.96 3.29 4.09
23 C -2.76 1.99 0.83
24 C -3.20 2.27 -0.45
25 C -4.47 1.88 -0.85
26 C -5.29 1.19 0.03
27 C -4.85 0.90 1.31
28 C -3.60 1.31 1.72
29 H -0.75 3.94 -0.49
30 H 2.80 4.32 -1.53
31 H 4.46 6.03 -0.95
32 H 5.08 6.41 1.41
33 H 4.02 5.09 3.21
34 H 2.33 3.37 2.63
35 H -0.69 1.72 -1.90
36 H -0.33 0.74 -4.13
37 H 1.95 0.27 -4.92
38 H 3.90 0.79 -3.48
39 H 3.56 1.83 -1.27
40 H -2.73 4.95 1.70
41 H -3.17 6.42 3.62
42 H -2.24 5.89 5.84
43 H -0.83 3.89 6.15
44 H -0.33 2.42 4.22
45 H -2.57 2.80 -1.16
46 H -4.82 2.12 -1.85
47 H -6.28 0.88 -0.29
48 H -5.50 0.37 2.00
49 H -3.28 1.12 2.74
50 C 2.50 -5.22 -3.34
51 C 1.19 -5.05 -2.59
52 C 1.27 -4.02 -1.46
53 C 1.31 -2.56 -1.93
54 N 0.05 -2.17 -2.55
55 C -1.03 -1.68 -1.89
56 Se -1.12 -1.30 -0.08
57 N -2.00 -1.45 -2.79
58 C -3.36 -0.98 -2.51
59 C -4.39 -2.10 -2.67
60 C -4.31 -3.17 -1.59
61 C -4.81 -2.70 -0.23
62 C -1.54 -1.76 -4.07
63 C -2.13 -1.63 -5.32
64 C -1.35 -1.98 -6.41
65 C -0.04 -2.43 -6.26
66 C 0.55 -2.55 -5.01
67 C -0.23 -2.21 -3.92
68 H 2.41 -5.94 -4.15
69 H 3.29 -5.58 -2.67
70 H 2.86 -4.28 -3.78
71 H 0.90 -6.01 -2.16
72 H 0.38 -4.78 -3.28
73 H 2.18 -4.21 -0.88
74 H 0.43 -4.12 -0.78
75 H 2.10 -2.39 -2.67
76 H 1.48 -1.89 -1.10
77 H -3.57 -0.16 -3.20
78 H -3.35 -0.58 -1.50
79 H -4.27 -2.55 -3.66
80 H -5.38 -1.64 -2.66
81 H -3.28 -3.53 -1.51
82 H -4.90 -4.03 -1.92
83 H -4.20 -1.87 0.15
84 H -4.76 -3.50 0.50
85 H -5.84 -2.36 -0.30
86 H -3.14 -1.28 -5.44
87 H -1.77 -1.90 -7.41
88 H 0.53 -2.69 -7.14
89 H 1.56 -2.91 -4.90
90 N -0.32 -0.46 3.02
91 H -1.31 -0.34 3.19
92 H 0.13 -0.56 3.92
93 H -0.22 -1.33 2.50
94 C 1.93 -3.05 4.25
95 N 2.42 -2.42 3.02
96 C 2.17 -3.21 1.81
97 C 2.75 -1.13 2.93
98 S 2.52 -0.31 1.39
99 N 3.28 -0.50 3.98
100 C 3.43 0.96 3.98
101 C 4.03 -1.21 5.02
102 H 0.98 -3.53 4.02
103 H 1.76 -2.30 5.02
104 H 2.61 -3.81 4.63
105 H 2.28 -4.27 2.07
106 H 2.90 -2.97 1.04
107 H 1.17 -3.04 1.41
108 H 3.94 1.30 3.08
109 H 4.00 1.24 4.86
110 H 2.45 1.44 4.03
111 H 4.28 -2.21 4.68
112 H 3.49 -1.27 5.96
113 H 4.96 -0.67 5.18

No. 4
C44H58N6P2PtSSe | ωB97M-V/def2-TZVPD

Calculated values
Lowest unoccupied orbital energy (eV): -5.83
Total energy (Ha): -5641.29717
Total charge: +2

Geometry (Å):
1 Pt 1.31 -1.07 -0.78
2 N 2.42 -0.10 1.73
3 P 3.18 -0.57 0.32
4 C 4.23 0.72 -0.34
5 C 4.51 0.75 -1.70
6 C 5.36 1.72 -2.21
7 C 5.94 2.65 -1.36
8 C 5.66 2.62 0.01
9 C 4.82 1.65 0.52
10 C 4.23 -1.98 0.69
11 C 3.94 -2.78 1.80
12 C 4.72 -3.89 2.07
13 C 5.78 -4.22 1.23
14 C 6.07 -3.42 0.12
15 C 5.30 -2.30 -0.15
16 P 0.69 -0.22 1.67
17 C 0.34 -1.02 3.26
18 C 0.02 -0.33 4.43
19 C -0.21 -1.02 5.61
20 C -0.11 -2.41 5.63
21 C 0.20 -3.11 4.48
22 C 0.41 -2.42 3.29
23 C 0.16 1.50 1.95
24 C 1.06 2.56 1.97
25 C 0.60 3.86 2.16
26 C -0.75 4.11 2.30
27 C -1.66 3.06 2.26
28 C -1.20 1.76 2.08
29 H 2.92 0.09 2.59
30 H 4.04 0.04 -2.37
31 H 5.58 1.75 -3.27
32 H 6.60 3.41 -1.75
33 H 6.12 3.34 0.67
34 H 4.62 1.62 1.59
35 H 3.13 -2.52 2.47
36 H 4.51 -4.50 2.93
37 H 6.39 -5.09 1.44
38 H 6.90 -3.67 -0.52
39 H 5.54 -1.68 -1.00
40 H -0.04 0.75 4.42
41 H -0.45 -0.48 6.51
42 H -0.29 -2.94 6.56
43 H 0.26 -4.19 4.49
44 H 0.61 -2.97 2.38
45 H 2.12 2.38 1.84
46 H 1.31 4.68 2.20
47 H -1.11 5.12 2.46
48 H -2.72 3.25 2.35
49 H -1.92 0.94 2.07
50 C -0.56 -1.87 -3.08
51 C -1.52 -0.74 -3.41
52 C -2.61 -0.58 -2.36
53 C -2.09 -0.04 -1.03
54 N -1.71 1.37 -1.11
55 C -0.50 1.92 -1.26
56 Se 1.19 1.14 -1.70
57 N -0.62 3.26 -1.24
58 C 0.43 4.27 -1.37
59 C 0.43 4.93 -2.74
60 C 0.93 4.03 -3.87
61 C 2.44 3.82 -3.83
62 C -1.96 3.58 -1.05
63 C -2.60 4.81 -0.92
64 C -3.96 4.78 -0.68
65 C -4.66 3.57 -0.59
66 C -4.02 2.35 -0.72
67 C -2.65 2.39 -0.96
68 H 0.28 -1.91 -3.77
69 H -1.06 -2.84 -3.07
70 H -0.15 -1.76 -2.05
71 H -1.97 -0.94 -4.38
72 H -0.97 0.20 -3.51
73 H -3.08 -1.55 -2.15
74 H -3.40 0.08 -2.73
75 H -1.25 -0.61 -0.66
76 H -2.86 -0.12 -0.25
77 H 1.38 3.79 -1.14
78 H 0.24 5.01 -0.58
79 H 1.07 5.82 -2.68
80 H -0.58 5.29 -2.96
81 H 0.65 4.47 -4.83
82 H 0.42 3.06 -3.82
83 H 2.96 4.77 -3.99
84 H 2.76 3.14 -4.62
85 H 2.77 3.41 -2.88
86 H -2.06 5.75 -0.99
87 H -4.50 5.71 -0.57
88 H -5.73 3.59 -0.41
89 H -4.57 1.42 -0.66
90 N 1.54 -3.18 -0.56
91 H 2.18 -3.46 0.19
92 H 1.92 -3.57 -1.42
93 H 0.63 -3.60 -0.40
94 C -5.31 -3.53 -1.19
95 N -3.99 -3.98 -0.77
96 C -3.34 -4.87 -1.72
97 C -3.33 -3.44 0.27
98 S -1.63 -3.42 0.37
99 N -4.08 -2.92 1.27
100 C -5.32 -3.58 1.71
101 C -3.45 -2.13 2.32
102 H -5.28 -3.31 -2.26
103 H -5.59 -2.62 -0.66
104 H -6.08 -4.28 -1.03
105 H -4.06 -5.62 -2.04
106 H -2.48 -5.35 -1.26
107 H -3.00 -4.32 -2.60
108 H -5.49 -4.48 1.13
109 H -6.18 -2.92 1.62
110 H -5.21 -3.86 2.75
111 H -2.71 -1.45 1.89
112 H -2.93 -2.76 3.05
113 H -4.23 -1.56 2.83